Entry 1:
24
Properties=species:S:1:pos:R:3 method="wB97M-V/def2-TZVPD" relative_energy_ev=0.000 homo_lumo_gap_ev="8.36 / 8.36" largest_force_ha_per_bohr=0.0583 e_homo_ev="-9.177 / -9.178" e_tot_ha=-1085.0841
C -1.784 -0.607 -1.835
C -1.812 -1.571 -0.976
C 0.590 0.120 -1.140
C -1.789 -2.215 0.308
C -1.685 -1.143 1.425
C -0.859 0.280 -1.089
C 2.910 1.116 0.781
C 2.585 1.318 -0.694
O 1.172 -0.910 -1.405
O -0.453 1.484 1.228
O -2.429 2.160 -0.073
O -2.415 0.000 1.062
O 1.168 1.291 -0.892
S -1.511 1.152 0.327
H -2.151 -0.482 -2.835
H -2.736 -2.756 0.419
H -0.964 -2.928 0.377
H -2.097 -1.519 2.364
H -0.637 -0.857 1.573
H 2.219 1.708 1.377
H 2.801 0.069 1.058
H 3.930 1.434 0.984
H 3.054 0.548 -1.317
H 2.894 2.310 -1.027

Entry 2:
21
Properties=species:S:1:pos:R:3 method="wB97M-V/def2-TZVPD" relative_energy_ev=2.034 homo_lumo_gap_ev=9.50 largest_force_ha_per_bohr=0.0743 e_homo_ev=-8.995 e_tot_ha=-1182.3431
C -0.926 -1.961 -0.113
C -2.887 -0.480 -0.106
C -0.611 -0.637 0.054
C -1.739 0.231 0.135
C 0.197 1.468 -0.962
C 0.707 0.054 -0.007
C 1.871 -0.616 -0.690
C 1.142 0.389 1.471
O -0.912 2.548 1.166
S -2.699 -2.187 -0.112
S -1.383 1.955 -0.098
H -0.144 -2.837 -0.066
H -3.877 -0.272 -0.026
H 0.882 2.395 -1.131
H -0.119 0.946 -1.951
H 2.111 -1.739 -0.519
H 2.814 -0.098 -0.344
H 1.979 -0.602 -1.874
H 1.719 -0.496 1.739
H 0.172 0.622 2.053
H 1.703 1.316 1.381